{
  "formula": "C45H47N7P2Sn",
  "method": "ωB97M-V with the def2-TZVPD basis set",
  "de_lowest_kcal_mol": 40.26,
  "charge": 4,
  "total_energy_ev": -82229.1259,
  "e_lumo_ev": -13.386,
  "orbital_gap_ev": 3.23,
  "species": ["Sn", "C", "N", "P", "C", "C", "C", "C", "C", "C", "C", "C", "C", "C", "C", "C", "P", "C", "C", "C", "C", "C", "C", "C", "C", "C", "C", "C", "C", "H", "H", "H", "H", "H", "H", "H", "H", "H", "H", "H", "H", "H", "H", "H", "H", "H", "H", "H", "H", "H", "H", "H", "C", "N", "C", "C", "C", "C", "C", "C", "C", "C", "H", "H", "H", "H", "H", "H", "H", "H", "H", "H", "H", "H", "H", "C", "C", "N", "C", "C", "N", "C", "N", "N", "N", "C", "C", "C", "C", "C", "C", "H", "H", "H", "H", "H", "H", "H", "H", "H", "H", "H"],
  "positions_angstrom": [[0.1823, -1.0069, -0.6524], [3.3404, 0.0257, 2.6983], [2.3382, -0.1831, 1.6236], [2.9262, -0.6249, 0.0925], [4.4886, -1.4782, 0.2498], [5.6746, -0.8106, -0.0914], [6.8840, -1.4569, 0.0814], [6.9222, -2.7704, 0.5395], [5.7405, -3.4506, 0.8330], [4.5262, -2.8158, 0.6733], [3.2139, 0.8201, -0.9405], [3.7050, 2.0385, -0.4731], [4.1445, 2.9796, -1.3912], [4.0575, 2.7291, -2.7555], [3.5130, 1.5367, -3.2230], [3.0923, 0.5838, -2.3132], [0.7219, -0.6703, 2.0273], [0.9053, -1.6873, 3.5058], [0.0920, -1.4628, 4.6211], [0.2782, -2.2173, 5.7672], [1.2552, -3.2043, 5.8037], [2.0383, -3.4572, 4.6803], [1.8613, -2.7104, 3.5321], [-0.2568, 0.7481, 2.5794], [0.2042, 1.7433, 3.4400], [-0.6676, 2.7331, 3.8655], [-1.9960, 2.7249, 3.4563], [-2.4681, 1.7128, 2.6311], [-1.5980, 0.7326, 2.1844], [3.9665, -0.8494, 2.8657], [2.8360, 0.2549, 3.6340], [3.9873, 0.8606, 2.4312], [5.6541, 0.2053, -0.4590], [7.8028, -0.9316, -0.1422], [7.8743, -3.2722, 0.6510], [5.7791, -4.4799, 1.1618], [3.6089, -3.3675, 0.8437], [3.7796, 2.2415, 0.5875], [4.5766, 3.9091, -1.0452], [4.4093, 3.4723, -3.4584], [3.4328, 1.3480, -4.2849], [2.6798, -0.3589, -2.6659], [-0.6686, -0.6947, 4.5992], [-0.3338, -2.0332, 6.6394], [1.4082, -3.7796, 6.7065], [2.7894, -4.2347, 4.7132], [2.4834, -2.9032, 2.6653], [1.2313, 1.7593, 3.7804], [-0.3175, 3.5011, 4.5419], [-2.6647, 3.5047, 3.7947], [-3.5129, 1.6832, 2.3528], [-1.9569, -0.0664, 1.5425], [-2.0549, -5.0439, -1.9055], [-2.6023, -5.0502, -0.5223], [-2.2445, -6.3051, 0.1962], [-2.1959, -3.8231, 0.2463], [-2.8063, -2.5684, -0.3460], [-4.2011, -2.5226, -0.4241], [-4.8568, -1.4788, -1.0564], [-4.1252, -0.4197, -1.5701], [-2.7458, -0.4058, -1.4232], [-2.0896, -1.4743, -0.8249], [-2.4343, -5.8983, -2.4615], [-0.9687, -5.1075, -1.8644], [-2.3539, -4.1336, -2.4199], [-3.6222, -5.0292, -0.6048], [-1.1662, -6.3583, 0.3320], [-2.5683, -7.1661, -0.3847], [-2.7335, -6.3364, 1.1677], [-1.1054, -3.7743, 0.2453], [-2.5362, -3.9448, 1.2758], [-4.7835, -3.3192, 0.0284], [-5.9340, -1.4978, -1.1552], [-4.6175, 0.3996, -2.0768], [-2.1970, 0.4536, -1.7848], [-0.5530, 1.2625, -3.6663], [-0.2603, 1.8826, -2.3513], [0.0641, 1.2446, -1.2254], [0.3201, 2.2097, -0.2674], [0.1246, 3.4264, -0.8214], [-0.2423, 3.2048, -2.1317], [-0.5546, 4.2549, -3.1006], [-1.9109, 4.1944, -3.5233], [-2.1975, 3.8934, -4.8219], [-3.4459, 3.8948, -4.9885], [-4.0803, 4.2138, -3.8078], [-5.4282, 4.3464, -3.4789], [-5.7341, 4.5842, -2.1550], [-4.7347, 4.7109, -1.1779], [-3.3932, 4.6153, -1.4909], [-3.0789, 4.3903, -2.8289], [-0.4136, 0.1825, -3.6102], [0.1165, 1.6566, -4.4329], [-1.5703, 1.4692, -4.0038], [0.6090, 1.9649, 0.7358], [0.2337, 4.4129, -0.4058], [0.0560, 4.1479, -3.9984], [-0.3310, 5.2160, -2.6362], [-6.1934, 4.2985, -4.2412], [-6.7691, 4.6836, -1.8599], [-5.0255, 4.8827, -0.1503], [-2.6281, 4.6900, -0.7275]],
  "lowdin_charge": [1.312, -0.085, -0.457, 0.969, -0.343, -0.039, -0.011, 0.011, -0.026, -0.091, -0.422, -0.077, -0.029, -0.014, -0.036, -0.125, 0.930, -0.354, -0.055, -0.023, -0.008, -0.034, -0.100, -0.431, -0.071, -0.023, -0.018, -0.036, -0.117, 0.091, 0.088, 0.093, 0.112, 0.134, 0.137, 0.129, 0.097, 0.113, 0.130, 0.131, 0.127, 0.097, 0.111, 0.130, 0.133, 0.125, 0.077, 0.110, 0.130, 0.129, 0.122, 0.077, 0.033, -0.180, 0.032, -0.087, -0.264, -0.007, 0.002, -0.008, -0.117, -0.242, 0.126, 0.116, 0.108, 0.175, 0.117, 0.124, 0.120, 0.116, 0.152, 0.137, 0.139, 0.133, 0.071, 0.027, -0.336, -0.032, -0.115, 0.007, 0.034, -0.043, -0.075, 0.057, 0.098, -0.208, 0.015, -0.058, -0.067, -0.026, -0.166, 0.078, 0.109, 0.095, 0.080, 0.147, 0.151, 0.157, 0.130, 0.118, 0.112, 0.096]
}

***

{
  "formula": "C45H48Br2N4O4Sb2Tc",
  "method": "ωB97M-V with the def2-TZVPD basis set",
  "multiplicity": 4,
  "charge": 2,
  "total_energy_ev": -216933.7240,
  "e_lumo_ev": [-7.386, -7.398],
  "orbital_gap_ev": [4.05, 5.35],
  "species": ["Tc", "C", "C", "C", "Sb", "C", "C", "C", "C", "C", "C", "C", "C", "C", "C", "C", "C", "Sb", "C", "C", "C", "C", "C", "C", "C", "C", "C", "C", "C", "C", "H", "H", "H", "H", "H", "H", "H", "H", "H", "H", "H", "H", "H", "H", "H", "H", "H", "H", "H", "H", "H", "H", "H", "H", "H", "H", "C", "N", "C", "C", "C", "N", "C", "C", "H", "H", "H", "H", "H", "H", "H", "H", "H", "H", "H", "H", "H", "H", "H", "H", "Br", "C", "C", "N", "C", "C", "C", "C", "O", "O", "H", "H", "H", "Br", "C", "C", "N", "C", "C", "C", "C", "O", "O", "H", "H", "H"],
  "positions_angstrom": [[1.1799, -0.5554, 2.0161], [-1.0869, -1.7405, -0.8658], [-0.2410, -1.4407, -2.1057], [1.0585, -0.6642, -1.8574], [1.0725, 1.4374, -2.3952], [0.0142, 1.1313, -4.2155], [-1.2182, 1.7256, -4.4649], [-1.9145, 1.4469, -5.6353], [-1.3850, 0.5622, -6.5602], [-0.1556, -0.0388, -6.3196], [0.5424, 0.2452, -5.1549], [3.0057, 1.4387, -3.2849], [3.2488, 2.1763, -4.4415], [4.5214, 2.2134, -4.9939], [5.5641, 1.5151, -4.4003], [5.3346, 0.7783, -3.2477], [4.0609, 0.7466, -2.6947], [-2.6877, -0.5644, 0.0141], [-2.0153, 1.5083, -0.0765], [-2.6195, 2.4005, -0.8781], [-2.2268, 3.8065, -1.0030], [-1.2424, 4.3398, -0.2790], [-0.6522, 3.5457, 0.8145], [-1.0049, 2.0214, 0.9010], [-3.9885, -0.4512, -1.6604], [-3.7694, -1.2116, -2.8076], [-4.6924, -1.1957, -3.8462], [-5.8366, -0.4189, -3.7493], [-6.0721, 0.3281, -2.6029], [-5.1579, 0.3034, -1.5596], [-0.4333, -1.9982, -0.0167], [-1.6692, -2.6478, -1.0557], [-0.8358, -0.9770, -2.8952], [0.0545, -2.4156, -2.5043], [1.8626, -1.0816, -2.4663], [1.3712, -0.7822, -0.8099], [-1.6391, 2.4202, -3.7605], [-2.8672, 1.9262, -5.8248], [-1.9251, 0.3439, -7.4720], [0.2637, -0.7247, -7.0441], [1.5063, -0.2219, -4.9867], [2.4463, 2.7237, -4.9229], [4.6985, 2.7848, -5.8955], [6.5521, 1.5409, -4.8400], [6.1433, 0.2244, -2.7886], [3.8852, 0.1472, -1.8063], [-3.3995, 2.0563, -1.5467], [-2.6948, 4.3895, -1.7866], [-0.8683, 5.3399, -0.4490], [0.3938, 3.7702, 1.0182], [0.6370, 1.2515, 0.1696], [-2.8849, -1.8253, -2.9088], [-4.5151, -1.7937, -4.7307], [-6.5510, -0.4030, -4.5615], [-6.9754, 0.9173, -2.5145], [-5.3793, 0.8592, -0.6540], [1.9046, -1.1326, 4.9532], [1.8434, 0.0418, 4.0438], [0.9133, 1.0367, 4.6257], [3.1986, 0.6510, 3.9005], [3.9261, 0.0271, 2.7362], [3.1464, 0.1893, 1.4761], [3.2110, 1.5911, 0.9980], [3.7507, -0.6964, 0.4467], [2.1842, -0.7973, 5.9540], [2.6410, -1.8460, 4.5904], [0.9272, -1.6087, 4.9945], [1.3289, 1.4389, 5.5532], [-0.0330, 0.5504, 4.8492], [0.7537, 1.8555, 3.9234], [3.7703, 0.4982, 4.8184], [3.0816, 1.7259, 3.7657], [4.0553, -1.0438, 2.9021], [4.9188, 0.4695, 2.6163], [4.2502, 1.9246, 0.9511], [2.6506, 2.2518, 1.6568], [2.7907, 1.6486, -0.0069], [4.7827, -0.3957, 0.2509], [3.1760, -0.6183, -0.4735], [3.7306, -1.7265, 0.7947], [-3.4238, -1.8554, 4.7610], [-3.2801, -0.0054, 4.4520], [-3.9432, 0.8949, 5.2798], [-3.8352, 2.2165, 5.1370], [-3.0800, 2.6888, 4.1641], [-2.3854, 1.8591, 3.2575], [-2.4945, 0.4674, 3.4253], [-1.6202, 2.4299, 2.2147], [-1.4048, 3.7369, 2.0877], [0.1256, 1.1237, 0.9972], [-4.5771, 0.5410, 6.0838], [-3.0165, 3.7670, 4.0703], [-1.9590, -0.2196, 2.7876], [-2.8259, -6.6873, 3.9318], [-1.2123, -6.0541, 3.2174], [-0.2603, -6.9517, 2.7321], [0.8995, -6.5717, 2.2021], [1.1615, -5.2742, 2.1450], [0.2723, -4.3104, 2.6155], [-0.9495, -4.7052, 3.1592], [0.5837, -2.8981, 2.4990], [-0.2748, -1.9840, 2.6844], [1.7783, -2.4807, 2.1687], [-0.4460, -8.0181, 2.7814], [2.1088, -4.9840, 1.7063], [-1.6570, -3.9737, 3.5262]],
  "lowdin_spin": [1.865, -0.001, 0.000, 0.000, 0.001, 0.001, 0.000, 0.000, 0.000, 0.000, 0.000, 0.000, 0.000, 0.000, 0.000, 0.000, 0.000, 0.001, 0.000, 0.031, -0.003, 0.018, 0.003, 0.047, 0.002, 0.000, 0.000, 0.000, 0.000, 0.000, 0.000, 0.000, 0.000, 0.000, 0.000, 0.000, 0.000, 0.000, 0.000, 0.000, 0.000, 0.000, 0.000, 0.000, 0.000, 0.000, 0.002, -0.001, 0.001, 0.000, 0.003, 0.000, 0.000, 0.000, 0.000, 0.000, 0.002, -0.023, 0.014, -0.001, 0.002, -0.001, 0.010, 0.001, -0.001, 0.000, 0.000, 0.000, 0.001, 0.004, -0.001, 0.000, 0.001, 0.000, 0.002, 0.001, 0.000, -0.001, 0.000, 0.000, -0.009, -0.007, 0.117, -0.016, 0.096, 0.023, 0.093, 0.363, 0.197, 0.070, 0.006, 0.005, 0.005, 0.000, 0.000, 0.003, 0.000, 0.002, 0.000, 0.001, 0.013, 0.013, 0.041, 0.000, 0.000, 0.000]
}